No. 1
The following is a DFT calculation (ωB97M-V with the def2-TZVPD basis set) of a single C6H8 molecule.

Geometry as ORCA input:
```
! wB97M-V def2-TZVPD RIJCOSX def2/J DEFGRID3
* xyz 0 1
C 2.827 0.625 -0.695
C 1.517 0.301 -0.131
C 0.443 0.018 0.341
C -0.842 -0.353 0.892
C -2.101 0.307 0.384
C -1.819 -1.120 0.032
H 3.560 0.805 0.098
H 2.780 1.526 -1.314
H 3.203 -0.194 -1.317
H -0.830 -0.608 1.949
H -2.881 0.513 1.112
H -1.987 1.060 -0.389
H -2.404 -1.899 0.511
H -1.504 -1.344 -0.983
*
```

SMILES	CC#CC1CC1
HOMO energy	-8.9	eV
relative energy (zero: lowest compared OMol25 entry of this formula, charge and spin)	148.8	kJ/mol
LUMO energy	1.1	eV
orbital gap	10.1	eV
calculated total energy	-233.33035	Ha

No. 2
The following is a DFT calculation (ωB97M-V with the def2-TZVPD basis set) of a molecular structure, C6H12N2 at a distorted geometry.

Geometry as ORCA input:
```
! wB97M-V def2-TZVPD RIJCOSX def2/J DEFGRID3
* xyz 0 1
C 0.913 -0.102 0.250
C 0.759 1.153 -0.754
C -0.586 1.511 -0.479
C -1.330 0.212 0.144
C -0.366 -0.906 -0.055
C 0.866 -1.509 0.677
H 0.450 0.306 2.515
H 1.447 1.499 1.899
H 0.861 0.624 -1.714
H 1.487 1.910 -0.687
H -0.609 2.250 0.475
H -1.203 1.786 -1.262
H -2.232 -0.090 -0.382
H -1.596 0.067 1.308
H -0.145 -2.332 -1.900
H -1.762 -1.422 -1.550
H 1.114 -1.601 1.740
H 1.067 -2.456 0.031
N 0.580 0.834 1.611
N -0.640 -1.218 -1.492
*
```

HOMO energy	-7.8	eV
relative energy (zero: lowest compared OMol25 entry of this formula, charge and spin)	712.9	kJ/mol
LUMO energy	0.9	eV
orbital gap	8.7	eV
calculated total energy	-345.05632	Ha

No. 3
The following is a DFT calculation (ωB97M-V with the def2-TZVPD basis set) of 2 unconnected molecules or ions with the total composition C4H10O at a distorted geometry.

Geometry as ORCA input:
```
! wB97M-V def2-TZVPD RIJCOSX def2/J DEFGRID3
* xyz 0 1
C 4.953 -1.733 -1.136
C 5.278 -2.958 -1.489
O 6.040 -3.789 -0.673
H 4.103 -1.208 -1.551
H 5.302 -1.340 -0.184
H 5.221 -3.370 -2.487
H 5.520 -4.595 -0.538
C -4.834 3.062 1.168
C -4.175 1.695 0.817
H -5.906 2.885 1.268
H -4.755 3.688 0.269
H -4.464 3.562 2.049
H -4.873 1.221 0.136
H -3.116 1.749 0.609
H -4.295 1.131 1.741
*
```

SMILES	C=CO.CC
HOMO energy	-9.5	eV
relative energy (zero: lowest compared OMol25 entry of this formula, charge and spin)	181.4	kJ/mol
LUMO energy	1.0	eV
orbital gap	10.5	eV
calculated total energy	-233.57584	Ha

No. 4
The following is a DFT calculation (ωB97M-V with the def2-TZVPD basis set) of 2 unconnected molecules or ions with the total composition C3H9NO2 at a distorted geometry.

Geometry as ORCA input:
```
! wB97M-V def2-TZVPD RIJCOSX def2/J DEFGRID3
* xyz -1 2
C -0.912 1.377 0.833
C -0.678 1.308 -0.627
N -0.358 0.064 -1.292
C -0.359 -1.244 -0.696
O -0.858 2.269 -1.400
H -1.820 0.733 0.982
H -1.001 2.393 1.334
H -0.269 0.586 1.271
H -0.412 0.130 -2.265
H -1.311 -1.881 -0.675
H 0.244 -1.822 -1.498
H 0.072 -1.127 0.324
H 2.530 -0.143 1.293
H 2.829 -1.628 1.486
O 2.303 -1.014 0.930
*
```

HOMO energy (spin up / spin down)	0.9 / -5.9	eV
relative energy (zero: lowest compared OMol25 entry of this formula, charge and spin)	97.4	kJ/mol
LUMO energy (spin up / spin down)	3.9 / 3.8	eV
orbital gap (spin up / spin down)	3.0 / 9.6	eV
calculated total energy	-324.87900	Ha

No. 5
The following is a DFT calculation (ωB97M-V with the def2-TZVPD basis set) of a gas-phase ion, C3H6NOS2 (charge +1) at a distorted geometry.

Geometry as ORCA input:
```
! wB97M-V def2-TZVPD RIJCOSX def2/J DEFGRID3
* xyz 1 1
C -1.671 -0.086 0.144
C -0.904 -0.645 1.098
C 1.140 -0.043 0.258
N -1.215 0.447 -0.996
O 0.445 -0.888 0.845
S 2.766 -0.570 -0.486
S 0.765 1.741 0.351
H -2.675 -0.006 0.114
H -1.114 -0.971 2.074
H -0.302 0.580 -1.351
H -1.786 0.201 -1.802
H 2.535 -1.939 -0.447
H 2.017 2.180 0.198
*
```

HOMO energy	-13.4	eV
relative energy (zero: lowest compared OMol25 entry of this formula, charge and spin)	153.8	kJ/mol
LUMO energy	-5.2	eV
orbital gap	8.3	eV
calculated total energy	-1043.92564	Ha

No. 6
The following is a DFT calculation (ωB97M-V with the def2-TZVPD basis set) of 2 unconnected molecules or ions with the total composition C4H12 at a distorted geometry.

Geometry as ORCA input:
```
! wB97M-V def2-TZVPD RIJCOSX def2/J DEFGRID3
* xyz 0 1
C 0.438 -0.355 -1.417
C 0.689 0.305 -2.778
H -0.165 0.343 -0.871
H -0.038 -1.318 -1.468
H 1.371 -0.459 -0.902
H 1.430 -0.310 -3.321
H 1.167 1.270 -2.733
H -0.181 0.234 -3.406
C -1.032 -0.430 1.685
C -0.118 0.475 2.539
H -1.779 -0.975 2.309
H -1.561 0.200 0.966
H -0.562 -1.245 1.141
H 0.082 1.370 1.964
H 0.839 -0.031 2.600
H -0.545 0.805 3.476
*
```

SMILES	CC.CC
HOMO energy	-11.5	eV
relative energy (zero: lowest compared OMol25 entry of this formula, charge and spin)	38.3	kJ/mol
LUMO energy	1.1	eV
orbital gap	12.7	eV
calculated total energy	-159.57037	Ha

No. 7
The following is a DFT calculation (ωB97M-V with the def2-TZVPD basis set) of a single C11H15N3 molecule at a distorted geometry.

Geometry as ORCA input:
```
! wB97M-V def2-TZVPD RIJCOSX def2/J DEFGRID3
* xyz 0 1
C -1.474 1.326 1.500
C -0.639 1.204 0.491
C 0.457 2.179 0.265
C -0.922 0.313 -0.695
C -2.178 0.406 -1.351
C -2.487 -0.408 -2.432
C -1.654 -1.438 -2.718
C -0.362 -1.584 -2.122
C -0.073 -0.758 -1.025
N 1.084 -0.858 -0.235
C 2.310 -1.511 -0.633
C 1.030 -0.606 1.101
N 0.142 -1.139 1.827
N 0.043 -0.848 3.148
H -2.295 0.528 1.604
H -1.439 2.165 2.172
H 1.427 1.737 -0.033
H 0.615 2.958 1.130
H 0.199 2.826 -0.677
H -2.787 1.308 -1.209
H -3.427 -0.257 -3.141
H -1.800 -2.147 -3.494
H 0.167 -2.545 -2.316
H 2.155 -2.046 -1.571
H 3.136 -0.689 -1.012
H 2.780 -2.095 0.220
H 1.824 -0.093 1.550
H 0.680 -0.195 3.600
H -0.855 -0.768 3.439
*
```

SMILES	C=C(C)c1ccccc1N(C)/C=N/N
HOMO energy	-7.6	eV
relative energy (zero: lowest compared OMol25 entry of this formula, charge and spin)	346.6	kJ/mol
LUMO energy	0.9	eV
orbital gap	8.4	eV
calculated total energy	-592.28909	Ha

No. 8
The following is a DFT calculation (ωB97M-V with the def2-TZVPD basis set) of a gas-phase ion, C8H18N3 (charge +1) at a distorted geometry.

Geometry as ORCA input:
```
! wB97M-V def2-TZVPD RIJCOSX def2/J DEFGRID3
* xyz 1 1
C 2.487 -1.378 -0.436
N 1.159 -0.990 -0.892
C 0.059 -0.854 0.175
C 0.543 -0.793 1.585
C -1.030 -2.005 0.185
N -2.230 -1.632 0.165
C -2.311 -0.199 0.021
C -0.901 0.330 -0.278
C -0.854 0.899 -1.657
N -0.604 1.533 0.666
C 0.486 2.380 0.337
H 2.782 -2.323 0.160
H 3.013 -1.480 -1.336
H 2.966 -0.523 0.012
H 0.918 -1.710 -1.572
H -0.153 -1.280 2.172
H 0.887 0.143 1.853
H 1.518 -1.393 1.728
H -0.930 -3.109 0.164
H -2.757 0.271 0.885
H -2.958 -0.066 -0.778
H 0.148 1.059 -2.170
H -1.495 1.905 -1.623
H -1.209 0.237 -2.351
H -1.514 2.014 0.690
H -0.374 1.120 1.656
H 1.397 1.926 0.310
H 0.286 2.726 -0.727
H 0.671 3.195 1.060
*
```

SMILES	CN[C@]1(C)C=NC[C@@]1(C)[NH2+]C
HOMO energy	-12.8	eV
relative energy (zero: lowest compared OMol25 entry of this formula, charge and spin)	213.8	kJ/mol
LUMO energy	-3.0	eV
orbital gap	9.8	eV
calculated total energy	-479.54593	Ha

No. 9
The following is a DFT calculation (ωB97M-V with the def2-TZVPD basis set) of a single Cl2H3N2P molecule at a distorted geometry.

Geometry as ORCA input:
```
! wB97M-V def2-TZVPD RIJCOSX def2/J DEFGRID3
* xyz 0 1
N 0.539 0.085 -1.479
P -0.260 0.049 -0.173
N 0.727 -0.492 1.032
Cl -1.101 1.887 0.469
Cl -1.836 -1.028 -0.214
H -0.354 0.038 -2.253
H 1.578 -0.514 0.652
H 0.707 -0.025 1.967
*
```

SMILES	N=P(N)(Cl)Cl
HOMO energy	-9.8	eV
relative energy (zero: lowest compared OMol25 entry of this formula, charge and spin)	68.5	kJ/mol
LUMO energy	0.6	eV
orbital gap	10.4	eV
calculated total energy	-1373.08566	Ha